# C46H42BrCeN10O4PS2

A molecular structure, C46H42BrCeN10O4PS2 at a distorted geometry (ωB97M-V/def2-TZVPD, the Open Molecules 2025 dataset).

```
107
Properties=species:S:1:pos:R:3:forces:R:3
Ce 0.46511 0.36526 0.02648 -0.837 -0.370 1.431
N 0.84300 1.55425 2.64872 0.145 0.378 -0.163
N -0.11066 2.40860 3.25804 -0.389 0.331 -0.051
C -0.81474 3.23519 2.46859 -0.295 -0.107 -0.060
N -1.65545 4.11755 3.07664 0.522 -0.480 0.136
S -0.75895 3.17140 0.78178 0.091 0.326 0.152
H 1.16895 0.91734 3.37177 0.013 0.057 -0.220
H 1.61607 2.21300 2.31311 -0.181 -0.672 0.350
H -0.00080 2.64139 4.24307 0.056 -0.117 -0.341
H -1.55381 4.32678 4.05532 -0.039 0.035 0.068
H -2.12013 4.79912 2.50651 0.078 0.036 -0.160
C -3.27610 1.32836 1.17654 0.092 0.069 0.146
O -2.13022 0.52916 1.57837 -0.553 0.552 -0.348
C -2.28931 -0.19926 2.71322 -0.738 0.157 0.706
C -3.30274 0.03830 3.66127 0.710 -0.284 -0.578
C -3.42437 -0.82116 4.74635 0.503 -0.552 -0.010
Br -4.79157 -0.50105 6.00202 -0.082 0.007 0.074
C -2.57355 -1.90777 4.91751 0.248 0.653 -0.750
C -1.52146 -2.10852 3.98099 -1.734 1.339 0.742
C -1.39076 -1.25013 2.90110 -0.024 -0.044 -0.125
O -0.44161 -1.44319 1.92352 0.074 -0.110 -0.059
C -0.72278 -3.26759 4.14194 0.952 -3.781 1.042
N -1.21106 -4.42792 4.63165 0.749 1.891 -1.000
C -0.16622 -5.33453 4.58128 1.040 1.166 -0.528
C -0.13674 -6.66838 4.94637 0.468 -0.157 -0.166
C 1.07434 -7.34800 4.80329 -0.168 0.509 -0.130
C 2.21945 -6.70986 4.30517 -0.142 0.632 -0.027
C 2.20543 -5.35282 3.92933 0.555 -1.131 0.041
C 1.01549 -4.70059 4.05963 -1.973 0.333 0.524
N 0.61988 -3.38374 3.76538 -0.298 -0.494 0.113
H -4.17706 0.71187 1.11803 0.161 -0.121 0.058
H -3.06879 1.78516 0.21132 0.219 -0.379 0.037
H -3.44286 2.17306 1.85421 0.110 -0.283 0.122
H -3.99200 0.86214 3.54765 0.041 -0.044 -0.026
H -2.69233 -2.60119 5.73621 0.045 0.006 -0.014
H 0.03222 -2.28585 2.07859 -0.104 0.380 -0.164
H -1.04276 -7.13097 5.29905 -0.038 -0.217 0.149
H 1.14753 -8.38760 5.07324 -0.062 -0.173 0.058
H 3.13599 -7.28109 4.21953 -0.029 0.091 -0.028
H 3.07699 -4.85433 3.53524 0.195 -0.035 -0.036
H 1.28058 -2.62348 3.65841 -0.139 -0.023 0.051
N -2.47202 1.06408 -2.52962 0.322 0.405 0.030
P -0.80722 1.50076 -2.43708 -1.093 0.447 -0.838
C -0.36663 1.28301 -4.18249 0.027 0.197 -0.651
C 0.52601 0.28763 -4.57941 -0.020 0.156 -0.331
C 0.81119 0.09635 -5.93488 -0.295 0.183 0.268
C 0.20292 0.89479 -6.89844 -0.033 -0.165 0.307
C -0.71042 1.87407 -6.51046 -0.074 0.133 0.554
C -1.00283 2.08105 -5.15942 0.625 -0.564 -0.161
C -1.00031 3.30890 -2.39049 -0.149 0.309 -0.022
C 0.07788 4.10338 -2.79522 -0.372 0.410 0.189
C -0.03393 5.49613 -2.77341 -0.146 -0.476 -0.010
C -1.21666 6.10162 -2.35474 0.002 -0.419 0.162
C -2.27913 5.30752 -1.92866 0.026 -0.268 -0.070
C -2.18423 3.91209 -1.94536 0.548 0.503 -0.217
C -2.96396 -0.00572 -1.84039 -1.187 -0.362 -0.202
C -4.34297 -0.33660 -1.98990 0.319 -0.968 0.869
C -4.84092 -1.42887 -1.27596 0.997 0.785 -0.182
C -3.95186 -2.15835 -0.45502 0.493 0.491 -0.113
C -2.62514 -1.75579 -0.37889 -0.742 0.611 -0.692
N -2.13391 -0.67470 -1.05574 0.056 -1.037 0.706
H -3.08996 1.50043 -3.20594 0.168 -0.133 0.149
H 1.02747 -0.32014 -3.83714 -0.037 0.024 0.008
H 1.49898 -0.68709 -6.21928 0.066 0.005 -0.086
H 0.43222 0.73333 -7.94483 -0.048 0.090 0.029
H -1.19152 2.50324 -7.24390 -0.012 -0.005 -0.149
H -1.68879 2.87148 -4.85725 0.124 -0.141 -0.134
H 0.98719 3.62679 -3.14963 -0.012 0.097 -0.009
H 0.79041 6.10466 -3.10902 0.134 0.074 -0.010
H -1.29459 7.18177 -2.34137 -0.043 -0.060 -0.016
H -3.19867 5.76165 -1.57781 0.060 0.050 -0.048
H -3.01469 3.30838 -1.59597 0.074 0.085 -0.075
H -4.96975 0.27051 -2.62681 -0.060 -0.032 -0.035
H -5.88954 -1.68189 -1.33690 -0.014 -0.095 -0.024
H -4.26061 -2.99650 0.14729 -0.197 -0.127 -0.070
H -1.92216 -2.29945 0.24038 0.009 0.110 -0.062
S 4.41739 -2.55555 0.98107 -0.583 0.817 0.234
C 4.56523 -1.21515 2.04133 -0.030 0.270 0.239
C 3.48686 -0.37874 2.02650 -0.659 -0.452 -0.535
C 2.43373 -0.77628 1.12718 0.702 -1.096 -0.704
C 2.82482 -1.95355 0.47163 0.781 1.286 1.744
C 2.15633 -2.59382 -0.60657 -1.001 -0.462 -1.243
C 2.72818 -3.69778 -1.25619 -0.961 -0.428 -1.084
C 2.09423 -4.24012 -2.39255 0.117 0.815 1.037
C 0.90050 -3.65545 -2.82391 -0.016 0.339 0.339
C 0.36452 -2.58464 -2.10855 0.896 -0.138 0.414
N 0.96675 -2.04867 -1.01691 0.200 -0.653 -0.631
H 5.44033 -1.05234 2.64507 0.250 -0.250 0.020
H 3.39400 0.53311 2.60149 0.405 -0.008 0.165
H 3.64889 -4.12570 -0.88184 -0.039 0.023 -0.104
H 2.53047 -5.08491 -2.91147 -0.042 0.058 0.009
H 0.37349 -3.99114 -3.70229 0.011 -0.176 -0.073
H -0.56407 -2.12484 -2.44176 0.152 -0.013 0.210
C 3.79947 2.07914 -3.42757 -0.191 -0.003 -0.262
N 3.46166 2.50592 -2.07467 0.920 0.695 -0.525
C 4.14017 3.56986 -1.48046 -1.079 -0.644 0.728
C 3.85752 3.91513 -0.20136 0.526 -0.031 -1.014
C 2.87294 3.15297 0.53869 -0.785 -0.433 1.152
O 2.62135 3.35318 1.75265 0.552 0.125 -1.248
N 2.19918 2.14936 -0.12785 0.920 0.743 -0.503
C 2.50804 1.84547 -1.40018 -0.911 -1.170 0.790
O 1.86711 0.86169 -1.93888 0.967 0.991 0.404
H 4.85232 2.25490 -3.61607 0.152 -0.025 0.090
H 3.22451 2.64327 -4.16767 -0.045 -0.141 0.045
H 3.57283 1.01718 -3.51866 0.054 0.174 -0.072
H 4.85619 4.06205 -2.11894 0.114 0.052 0.077
H 4.41102 4.71795 0.25601 -0.137 0.049 0.219
```
Positions in Å, forces in eV/Å.

Properties
**HOMO energy (alpha / beta)**: -9.992 / -9.996 eV
**E**: -185405.4913 eV
**Charge**: +1
**Gap between HOMO and LUMO (alpha / beta)**: 7.98 / 8.00 eV
**Multiplicity**: 2

Atom charges from the Löwdin analysis, given in e for atoms 1 to 99: atom 1 (Ce): 0.960, atom 2 (N): 0.011, atom 3 (N): -0.032, atom 4 (C): -0.767, atom 5 (N): 0.106, atom 6 (S): 0.802, atom 7 (H): 0.105, atom 8 (H): 0.043, atom 9 (H): 0.164, atom 10 (H): 0.108, atom 11 (H): 0.096, atom 12 (C): -0.068, atom 13 (O): -0.178, atom 14 (C): -0.210, atom 15 (C): -0.044, atom 16 (C): -0.681, atom 17 (Br): 0.776, atom 18 (C): -0.041, atom 19 (C): -0.088, atom 20 (C): -0.172, atom 21 (O): -0.040, atom 22 (C): -0.248, atom 23 (N): 0.184, atom 24 (C): -0.223, atom 25 (C): -0.012, atom 26 (C): -0.080, atom 27 (C): -0.075, atom 28 (C): -0.023, atom 29 (C): -0.179, atom 30 (N): 0.148, atom 31 (H): 0.110, atom 32 (H): 0.047, atom 33 (H): 0.087, atom 34 (H): 0.103, atom 35 (H): 0.112, atom 36 (H): 0.110, atom 37 (H): 0.112, atom 38 (H): 0.099, atom 39 (H): 0.102, atom 40 (H): 0.103, atom 41 (H): 0.161, atom 42 (N): -0.100, atom 43 (P): 1.026, atom 44 (C): -0.328, atom 45 (C): -0.089, atom 46 (C): -0.068, atom 47 (C): -0.072, atom 48 (C): -0.067, atom 49 (C): -0.076, atom 50 (C): -0.412, atom 51 (C): -0.085, atom 52 (C): -0.059, atom 53 (C): -0.069, atom 54 (C): -0.076, atom 55 (C): -0.146, atom 56 (C): -0.405, atom 57 (C): 0.003, atom 58 (C): -0.041, atom 59 (C): -0.049, atom 60 (C): -0.111, atom 61 (N): 0.050, atom 62 (H): 0.119, atom 63 (H): 0.083, atom 64 (H): 0.105, atom 65 (H): 0.108, atom 66 (H): 0.105, atom 67 (H): 0.108, atom 68 (H): 0.101, atom 69 (H): 0.104, atom 70 (H): 0.107, atom 71 (H): 0.107, atom 72 (H): 0.089, atom 73 (H): 0.110, atom 74 (H): 0.110, atom 75 (H): 0.105, atom 76 (H): 0.109, atom 77 (S): 1.022, atom 78 (C): -0.420, atom 79 (C): -0.215, atom 80 (C): -0.266, atom 81 (C): -0.508, atom 82 (C): -0.300, atom 83 (C): -0.021, atom 84 (C): -0.028, atom 85 (C): -0.055, atom 86 (C): -0.117, atom 87 (N): 0.036, atom 88 (H): 0.064, atom 89 (H): 0.083, atom 90 (H): 0.080, atom 91 (H): 0.112, atom 92 (H): 0.103, atom 93 (H): 0.101, atom 94 (C): 0.007, atom 95 (N): -0.037, atom 96 (C): -0.002, atom 97 (C): 0.043, atom 98 (C): -0.433, atom 99 (O): -0.015